1.
The following is a quantum chemistry calculation of a structure of composition C34H32Cl6NO8P3V, from the Open Molecules 2025 dataset.

XYZ file:
```
85
Properties=species:S:1:pos:R:3:forces:R:3
V -1.60564 -0.55862 0.93694 -0.138 0.190 0.507
C -0.12377 -5.47311 1.48366 0.437 -0.013 -0.600
C -0.53919 -4.42292 0.43005 -0.950 0.337 1.241
O -0.64390 -5.03347 -0.81952 -0.882 -1.161 -0.393
P -2.24602 -3.73012 0.76984 1.026 -0.883 0.858
O -3.21721 -4.85229 0.20341 -0.010 0.613 0.400
O -2.38580 -3.85134 2.34720 -0.589 1.077 0.053
O -2.53354 -2.35485 0.27351 -0.427 0.081 -0.243
P 0.61918 -3.01308 0.22870 0.233 -0.324 0.049
O 1.89636 -3.30389 1.14143 0.601 -0.181 0.100
O 0.95297 -3.17094 -1.20444 0.588 0.569 -0.842
O 0.02822 -1.77994 0.82185 -0.009 0.793 0.271
H -0.82800 -6.31328 1.38648 0.269 0.171 0.275
H -0.12517 -5.06667 2.50788 0.102 -0.258 -0.490
H 0.90182 -5.83284 1.17894 -1.048 0.321 0.519
H -0.08236 -4.49443 -1.39509 0.443 0.345 -0.584
H -2.80449 -5.19044 -0.59568 0.217 -0.436 -0.565
H -2.62366 -2.96684 2.72867 0.222 -0.735 -0.160
H 2.59030 -3.72452 0.61377 -0.117 0.044 0.126
Cl -0.92396 -0.10392 -2.31170 -0.532 -0.556 0.417
C 0.04945 0.96103 -3.24599 0.102 0.354 -0.220
C -0.60625 1.71405 -4.19081 -0.379 0.726 -0.490
C 0.14266 2.55000 -5.01981 -0.126 -0.524 0.019
C 1.52712 2.61135 -4.89469 -0.550 -0.469 0.341
C 2.16430 1.86492 -3.91935 -0.633 -0.231 -0.168
C 1.42277 1.02911 -3.07839 0.333 0.133 0.212
P 2.09587 0.06750 -1.69022 0.191 -0.692 -0.286
C 2.55290 1.36418 -0.51424 0.353 -0.077 -0.431
C 2.72253 0.84122 0.74627 0.209 -0.861 0.842
C 3.29651 1.59180 1.74999 0.020 1.075 0.479
C 3.58513 2.93679 1.51993 -0.108 0.357 -0.081
C 3.29531 3.52339 0.28110 0.521 -1.181 0.576
C 2.89357 2.68775 -0.74422 -0.842 0.712 -0.222
C 3.74498 -0.38369 -2.36363 -0.717 -0.036 0.292
C 4.82256 0.45550 -2.27676 0.994 0.677 -0.179
C 6.04094 0.09292 -2.83637 -0.956 -1.539 -0.280
C 6.16597 -1.16642 -3.43542 -0.595 0.217 0.131
C 5.08149 -2.03834 -3.51287 0.252 -0.597 -0.510
C 3.87383 -1.62500 -2.97000 0.132 -0.343 0.013
H -1.70061 1.65590 -4.24054 0.542 0.028 -0.220
H -0.34762 3.05992 -5.83263 -0.111 0.285 0.013
H 2.10516 3.18839 -5.57402 0.338 0.500 -0.444
H 3.23707 1.88736 -3.86812 0.294 -0.041 0.205
H 2.44291 -0.19958 0.92983 0.037 0.184 0.034
H 3.44529 1.20779 2.74828 0.089 -0.277 -0.021
H 4.02889 3.55609 2.29783 -0.211 -0.204 -0.011
H 3.45671 4.56651 0.11324 0.154 0.438 -0.095
H 2.73208 3.11736 -1.71740 -0.006 0.046 -0.337
H 4.72270 1.41848 -1.78776 0.104 -0.054 -0.048
H 6.86259 0.74282 -2.83308 1.037 0.848 0.162
H 7.08900 -1.49201 -3.85434 0.687 0.016 -0.236
H 5.19776 -3.03834 -4.03452 -0.244 1.346 0.847
H 3.02852 -2.27867 -2.94744 -0.487 -0.398 -0.148
O -0.43481 1.29310 0.73375 -0.086 -0.743 -0.028
C -0.79009 2.47919 0.04053 -0.410 0.364 0.632
C -1.46476 3.41348 1.05740 0.874 0.191 -0.097
C -2.53953 2.66785 1.86464 -0.035 0.084 0.017
C -3.52540 2.00855 0.92511 -0.570 -0.139 -1.865
C -4.57322 2.75416 0.33439 1.202 -1.148 0.695
C -5.35325 2.24785 -0.68153 -0.393 0.173 -0.485
C -5.11662 0.95606 -1.12765 0.421 -0.552 0.482
C -4.05810 0.26463 -0.54864 0.018 -0.006 -0.338
N -3.25436 0.78728 0.38555 -0.005 0.216 1.035
H 0.52247 1.20062 0.76463 0.232 -0.097 0.077
H -1.45428 2.23491 -0.79050 -0.066 -0.060 0.102
H 0.11094 2.88588 -0.37739 0.399 0.501 -0.234
H -1.92938 4.23361 0.51135 -0.113 0.116 -0.101
H -0.69413 3.89625 1.72412 -0.734 -0.702 -0.460
H -2.98691 3.39957 2.53002 -0.613 0.102 -0.145
H -2.11766 1.94807 2.55000 0.339 -0.432 -0.116
H -4.66148 3.73325 0.69976 -0.527 1.276 0.299
H -6.11389 2.87836 -1.15724 0.231 -0.317 0.301
H -5.70040 0.42197 -1.86640 -0.090 0.372 -0.082
H -3.79391 -0.75268 -0.87960 -0.232 0.550 0.210
Cl -4.81183 -1.07744 2.60370 0.279 -0.085 0.340
C -3.47339 -0.82166 3.73657 0.530 -0.016 -0.876
C -2.18735 -0.57011 3.17563 -1.173 -0.100 -0.580
C -1.20686 -0.27122 4.09684 0.745 -0.131 -0.832
Cl 0.41139 0.11937 3.49571 -0.275 -0.111 0.307
C -1.40414 -0.29852 5.45059 0.110 -0.372 1.331
Cl -0.12429 -0.20800 6.61750 0.142 0.321 -0.383
C -2.66981 -0.56796 5.94180 -1.076 -0.241 0.285
Cl -2.98102 -0.52644 7.62710 0.078 -0.037 0.415
C -3.75271 -0.86223 5.10062 0.500 0.645 -0.336
Cl -5.34949 -1.10036 5.73186 0.437 -0.037 -0.247
```
Positions in Å, forces in eV/Å.

HOMO-LUMO gap (alpha / beta): 7.7 / 8.7 eV
Strongest force on any atom: 0.0380 Eh/bohr
⟨S²⟩: 3.758
Total energy: -6701.01441 Eh
2S+1: 4
Energy above the lowest of the compared OMol25 structures with the same formula, charge and spin: 0.0 kcal per mole

2.
The following is a quantum chemistry calculation of a cluster of 2 separate species, C11H15N in total, from the Open Molecules 2025 dataset.

XYZ file:
```
27
Properties=species:S:1:pos:R:3:forces:R:3
C -1.23356 -3.49485 -0.80287 1.999 2.801 -1.944
C -1.74019 -2.10724 -0.25010 0.110 0.531 -1.129
C -2.87444 -1.86516 0.45853 -1.541 0.366 1.074
N -3.19785 -0.48670 0.61643 2.820 -1.502 -1.736
C -2.21557 0.21868 -0.14253 -0.821 -0.169 -0.765
C -2.25036 1.53916 -0.59731 1.073 0.840 0.188
C -1.17877 1.96452 -1.46930 -2.568 0.386 1.317
C -0.25159 1.00459 -1.80373 2.649 -0.037 -1.013
C -0.22599 -0.37279 -1.55533 -3.419 2.778 1.844
C -1.29250 -0.71786 -0.72311 -0.836 -3.182 1.359
H -0.41384 -3.33441 -1.70833 -1.884 -0.321 2.621
H -1.99182 -4.02492 -1.28033 -1.827 -0.379 -1.164
H -0.91509 -4.26427 -0.14295 1.009 0.048 1.199
H -3.66416 -2.52153 0.90321 1.261 0.208 -0.487
H -4.00258 -0.18654 1.12416 -0.014 0.471 -0.084
H -2.97591 2.24173 -0.13304 0.470 -0.453 -0.769
H -1.18490 3.03134 -1.88734 0.384 -1.802 0.880
H 0.69909 1.35010 -2.17579 -0.009 0.443 -0.979
H 0.46197 -1.01771 -1.98932 1.161 -1.021 -0.398
C 4.15070 2.21647 1.43966 -1.810 0.640 -4.514
C 3.47938 1.02403 1.97576 -2.344 -0.621 3.126
H 5.16757 2.03531 1.14980 0.401 -0.458 -0.647
H 3.50090 2.56372 0.50971 1.771 -0.692 1.261
H 4.24926 3.11320 1.91164 -0.361 2.232 2.419
H 2.41432 0.77373 1.63974 1.779 0.357 -0.266
H 3.29085 1.05822 3.10458 0.601 0.096 -1.216
H 4.19508 0.25917 1.82814 -0.055 -1.559 -0.177
```
Positions in Å, forces in eV/Å.

HOMO-LUMO gap: 8.8 eV
Strongest force on any atom: 0.0954 Eh/bohr
Total energy: -482.81470 Eh
Energy above the lowest of the compared OMol25 structures with the same formula, charge and spin: 63.1 kcal per mole

3.
The following is a quantum chemistry calculation of a structure of composition C4H12BNS, from the Open Molecules 2025 dataset.

XYZ file:
```
19
Properties=species:S:1:pos:R:3:forces:R:3
B -0.34771 -0.19167 0.84300 2.364 -1.988 -3.767
C -1.82647 -0.67266 1.11912 0.394 1.618 -1.257
C 2.09238 -0.83461 -0.79196 -3.015 -0.336 3.094
C 0.42808 -2.54439 -0.53046 -0.644 -1.827 -0.118
C -0.84295 2.32766 1.90548 2.757 1.313 -2.409
N 0.63740 -1.13867 -0.61434 -1.019 1.611 3.609
S 0.51452 1.35297 0.99931 -1.220 -0.078 0.464
H -2.05785 -1.54785 1.66681 0.299 -1.261 0.274
H -2.23836 -0.75901 0.05555 0.180 0.163 1.469
H -2.32243 0.11189 1.71265 -0.169 -0.076 -0.593
H 2.36369 -1.31414 -1.66881 0.965 -0.160 -2.093
H 2.02911 0.21785 -0.67209 1.340 1.099 -0.801
H 2.63909 -1.29147 0.04426 0.309 0.203 -0.117
H 1.23063 -3.25988 -0.14545 -0.314 1.334 0.346
H -0.47228 -2.69918 0.15341 0.821 -0.496 -1.566
H 0.38925 -2.93872 -1.59248 -0.904 0.076 0.921
H -0.46721 3.39427 1.73915 -0.902 -1.386 0.713
H -0.68615 1.93733 2.86753 -0.759 0.122 1.442
H -1.74254 2.13697 1.35075 -0.483 0.068 0.390
```
Positions in Å, forces in eV/Å.

HOMO-LUMO gap: 8.0 eV
Strongest force on any atom: 0.0947 Eh/bohr
Total energy: -637.31605 Eh
Energy above the lowest of the compared OMol25 structures with the same formula, charge and spin: 41.9 kcal per mole

4.
The following is a quantum chemistry calculation of a cluster of 2 separate species, C7H16O2 in total, from the Open Molecules 2025 dataset.

XYZ file:
```
25
Properties=species:S:1:pos:R:3:forces:R:3
C -0.27464 -1.54856 1.18534 -0.001 0.209 -0.217
C -0.91362 -0.99244 -0.07870 -0.738 1.224 -0.307
C -0.98022 0.69052 -0.11139 -2.650 -2.428 -0.110
O -1.51753 1.27944 -1.03204 0.665 -0.226 0.300
C -2.40045 -1.35961 -0.15010 0.319 -0.290 -0.573
O -3.05216 -0.80968 0.97364 -0.554 0.290 0.342
H -0.72824 -1.08622 2.05987 0.094 -0.014 0.138
H 0.80241 -1.39201 1.18946 0.065 0.124 0.135
H -0.43042 -2.62675 1.25038 -0.097 0.016 -0.019
H -0.42100 -1.40152 -0.96852 -0.035 0.301 -0.039
H -1.04237 1.02540 0.93320 0.534 0.488 0.064
H -2.51136 -2.45199 -0.13831 0.046 0.034 0.076
H -2.82685 -1.01080 -1.09954 0.090 0.117 0.245
H -3.83397 -0.30800 0.70966 0.304 -0.194 -0.041
C 1.81192 1.00308 -1.72815 -0.033 -0.120 0.209
C 1.28296 1.32250 -0.33953 0.210 -2.078 0.213
C 2.26025 1.08409 0.79994 0.160 0.112 -0.110
H 2.64057 1.65909 -1.99572 -0.036 0.077 -0.100
H 2.17018 -0.02686 -1.77302 0.061 -0.020 -0.028
H 0.99955 1.11183 -2.44624 0.081 0.079 -0.151
H 0.95669 2.36345 -0.31968 -0.802 -0.421 0.154
H 0.47225 0.39086 -0.19504 2.194 2.738 -0.262
H 1.79576 1.31307 1.75871 0.002 -0.056 0.062
H 2.60113 0.04861 0.81516 0.049 -0.011 0.026
H 3.13915 1.72250 0.70065 0.074 0.048 -0.007
```
Positions in Å, forces in eV/Å.

HOMO-LUMO gap: 9.8 eV
Strongest force on any atom: 0.0699 Eh/bohr
Total energy: -426.70201 Eh
Energy above the lowest of the compared OMol25 structures with the same formula, charge and spin: 71.4 kcal per mole